This record from the Open Molecules 2025 dataset describes a 2-piece molecular cluster, C3H10N3OPS overall in a non-equilibrium geometry. The level of theory is ωB97M-V/def2-TZVPD.

Geometry as XYZ:
```
19
Properties=species:S:1:pos:R:3:forces:R:3
C -0.7870 -0.4751 0.4159 0.0 -2.5 3.6
C -2.5190 -1.7334 2.2245 -0.2 0.9 -2.2
C -2.0836 -0.6992 1.1601 1.3 -1.3 0.4
N 0.3268 -1.2478 0.7295 2.2 0.8 -0.8
N 2.7817 0.5871 -1.8370 -0.2 1.0 2.3
N 1.4300 2.6184 -1.2590 0.4 -4.1 3.5
O -0.6014 0.4232 -0.3399 -0.6 2.3 -1.8
P 1.3298 1.2851 -2.3285 0.5 1.6 -1.4
S 1.4297 2.0735 -4.1238 -0.3 -0.5 -0.1
H -2.9613 -2.5956 1.7029 -0.3 0.2 0.1
H -1.7466 -2.1580 2.7806 1.7 -0.5 0.9
H -3.2284 -1.3307 2.9375 -0.3 0.2 -0.2
H -2.8091 -0.0233 0.8262 -1.1 0.9 -0.4
H 1.2368 -0.7982 0.4516 -1.7 -0.6 0.0
H 0.5462 -1.8864 1.4611 -1.1 -0.4 0.7
H 2.8070 0.6926 -0.7923 0.5 -0.3 -1.4
H 3.0187 -0.3176 -2.1436 0.1 -1.2 -0.4
H 0.8626 3.3363 -1.5060 -2.0 2.7 -1.4
H 0.9668 2.2490 -0.3598 1.0 0.8 -1.3
```
Positions in Å, forces in eV/Å.

Properties
- Kohn-Sham gap (alpha / beta): 0.275 / 0.236 hartree
- Total charge: 0
- LUMO (alpha / beta): -0.9 / -1.1 eV
- Energy above the lowest of the compared OMol25 structures with the same formula, charge and spin: 1.0229 eV